# 1
The following is a DFT calculation (ωB97M-V with the def2-TZVPD basis set) of a 2-piece molecular cluster, CHCl2NO overall.

Structure (XYZ):
```
6
Properties=species:S:1:pos:R:3:mulliken_charge:R:1
C -1.1079 -0.5153 -0.1060 0.222
N 1.8350 0.1768 0.5704 -0.180
O -1.6151 -1.4816 -0.4937 -0.347
Cl -1.6983 1.0420 -0.1539 -0.122
Cl 2.7437 1.2668 -0.1088 0.136
H -0.1575 -0.4887 0.2920 0.291
```

The LUMO energy (spin up / spin down) comes out at -0.058 / -0.058 Ha. Its gap between HOMO and LUMO (spin up / spin down) is 8.6 / 8.6 eV. The energy relative to the best compared isomer or geometry (same formula, charge and spin) is 207.1 kJ/mol.


# 2
The following is a DFT calculation (ωB97M-V with the def2-TZVPD basis set) of a 2-piece molecular cluster, CHCl2NO overall.

Structure (XYZ):
```
6
Properties=species:S:1:pos:R:3:mulliken_charge:R:1
O -1.2994 1.6743 -2.1428 -0.544
N -0.4095 2.5120 -2.1764 0.407
C 0.5156 3.2323 -2.2673 0.227
Cl 1.7093 4.3188 -2.0391 -0.085
Cl -1.2152 -0.2571 0.8237 -0.240
H -1.6916 0.4828 1.7660 0.235
```

The SMILES is [O-][N+]#CCl.Cl. The LUMO energy comes out at 0.010 Ha. Its gap between HOMO and LUMO is 10.1 eV. The energy relative to the best compared isomer or geometry (same formula, charge and spin) is 111.7 kJ/mol.


# 3
The following is a DFT calculation (ωB97M-V with the def2-TZVPD basis set) of a 2-piece molecular cluster, CHCl2O2P overall.

Structure (XYZ):
```
7
Properties=species:S:1:pos:R:3:mulliken_charge:R:1
C 4.3146 -1.5392 -0.1144 0.716
O 4.3871 -0.4027 0.0121 -0.424
O 4.2453 -2.6718 -0.2407 -0.332
P 2.1915 0.7873 0.0887 0.205
Cl -0.1688 1.0667 0.3867 -0.227
Cl 2.6731 2.6644 -0.3472 -0.244
H -0.7252 0.1982 -0.3801 0.305
```

The LUMO energy comes out at 0.002 Ha. Its gap between HOMO and LUMO is 7.1 eV. The energy relative to the best compared isomer or geometry (same formula, charge and spin) is 161.1 kJ/mol.